The following is a quantum chemistry calculation of a cluster of 7 separate species, C9H32O7 in total, from the OMol25 dataset.

ORCA input file:
```
! wB97M-V def2-TZVPD RIJCOSX def2/J DEFGRID3
* xyz 0 1
O 17.72 9.88 -4.26
O 10.73 10.48 -4.57
O 14.06 11.84 -1.25
O 1.87 8.89 -9.37
O 11.96 6.31 -1.82
O 13.23 8.71 1.92
O 15.77 5.39 -10.53
C 14.51 4.97 -12.52
C 4.07 9.19 -9.95
C 10.19 10.06 -6.79
C 14.49 7.25 -11.15
C 14.54 5.66 -11.17
C 11.19 10.64 -5.85
C 11.42 12.10 -5.97
C 3.16 8.84 -8.76
C 3.11 10.01 -7.78
H 18.44 10.31 -3.80
H 15.46 7.73 -11.24
H 3.52 7.92 -8.29
H 10.26 8.98 -6.64
H 13.73 5.27 -10.55
H 12.33 12.28 -5.40
H 14.63 3.89 -12.59
H 13.63 5.28 -13.10
H 14.14 7.60 -10.18
H 13.93 11.34 -0.45
H 12.19 10.25 -6.04
H 10.78 9.57 -4.26
H 4.12 8.39 -10.69
H 1.72 9.78 -9.69
H 12.40 6.00 -2.61
H 16.25 4.77 -11.08
H 10.57 12.69 -5.63
H 16.94 10.17 -3.80
H 13.79 7.74 -11.84
H 9.21 10.41 -6.47
H 12.90 8.15 1.22
H 12.54 8.69 2.59
H 2.49 10.88 -7.99
H 10.35 10.30 -7.84
H 13.29 11.65 -1.79
H 11.59 12.38 -7.02
H 5.08 9.36 -9.55
H 3.73 10.09 -10.44
H 15.23 5.44 -13.19
H 4.06 10.45 -7.46
H 2.64 9.66 -6.86
H 11.37 5.59 -1.57
*
```

Values from the calculation:
SMILES string: CC(C)O.CC(C)O.CC(C)O.O.O.O.O
LUMO level in eV: 0.2
Energy above the lowest of the compared OMol25 structures with the same formula, charge and spin in kcal/mol: 59.7
HOMO energy in eV: -9.9765
HOMO-LUMO gap in eV: 10.21
DFT total energy in eV: -24182.619

---

The following is a quantum chemistry calculation of a structure of composition C9H33BeN16O11, from the OMol25 dataset.

ORCA input file:
```
! wB97M-V def2-TZVPD RIJCOSX def2/J DEFGRID3
* xyz 1 1
O 0.08 5.68 -0.58
O -0.93 -0.52 0.77
O 0.61 -5.72 -0.82
O 0.66 1.08 0.80
O -1.01 0.08 4.16
O -4.72 0.84 -1.40
O -0.57 -2.76 3.44
O -3.62 -1.27 0.09
O 0.98 -0.85 -0.14
O 3.76 3.76 -0.10
O 0.84 1.76 -3.02
N 0.99 -4.02 0.52
N 1.18 -4.06 3.75
N 0.63 -3.64 -1.59
N -3.44 -2.34 -1.85
N 2.99 1.77 -0.76
N 4.62 1.67 0.66
N 0.41 3.55 -0.97
N -0.13 1.89 3.41
N -0.78 4.56 -2.46
N -2.95 -3.40 -0.14
N 1.50 -2.11 2.94
N -3.67 2.74 -2.00
N -2.56 1.10 -1.06
N 1.50 0.65 -4.77
N 1.36 -0.38 -2.95
N -0.44 1.64 5.60
C 0.79 -4.52 -0.64
C -3.69 1.50 -1.56
C -0.55 1.14 4.41
C 0.16 -0.12 0.38
C 1.32 0.79 -3.50
C 0.63 -2.96 3.41
C -0.14 4.63 -1.25
C 3.83 2.51 -0.09
C -3.35 -2.24 -0.58
Be -2.54 -1.33 2.55
H 1.74 -0.29 -5.03
H 1.53 1.09 0.40
H -4.57 3.18 -2.09
H 4.57 0.71 0.96
H 0.35 2.78 3.44
H 1.15 -1.27 2.52
H -0.29 2.61 5.86
H 0.53 -3.84 -2.57
H 1.06 3.57 -0.19
H -3.54 -1.51 -2.41
H 5.41 2.11 1.12
H -2.92 -4.07 -0.90
H 2.85 0.78 -0.69
H 1.59 1.48 -5.34
H -0.84 5.45 -2.93
H -3.33 -3.71 0.74
H 2.06 -4.34 3.34
H 0.96 -3.01 0.47
H 1.81 -1.15 -3.42
H 0.51 -4.80 3.91
H -2.55 0.41 -0.32
H 0.13 2.70 -1.43
H -0.18 1.46 2.50
H 2.49 2.31 -1.45
H 0.68 -2.68 -1.27
H -1.82 1.78 -1.15
H 2.44 -2.38 2.68
H -2.86 3.31 -1.80
H -0.70 0.91 6.25
H 0.94 -4.69 1.28
H 1.15 -0.48 -1.96
H -3.58 -3.29 -2.17
H -0.47 3.78 -3.02
*
```

Values from the calculation:
LUMO level in eV: -7.6
Energy above the lowest of the compared OMol25 structures with the same formula, charge and spin in kcal/mol: 206.1
HOMO energy in eV: -10.9668
HOMO-LUMO gap in eV: 3.33
DFT total energy in eV: -56628.581

---

The following is a quantum chemistry calculation of a cluster of 7 separate species, C9H33NO7 in total, from the OMol25 dataset.

ORCA input file:
```
! wB97M-V def2-TZVPD RIJCOSX def2/J DEFGRID3
* xyz 0 1
O -1.01 -1.73 0.15
O 1.08 -4.14 -3.20
O -1.60 -3.84 4.58
O -4.73 -6.56 -3.42
O 3.23 5.79 2.58
O -4.86 0.81 -1.18
O 2.53 2.40 -3.88
N 3.41 2.31 1.21
C 1.19 1.94 -3.88
C -6.12 0.21 -1.31
C 3.75 4.76 1.77
C 3.98 7.01 2.47
C 3.19 2.94 3.49
C 0.46 -4.06 -4.44
C -1.11 -2.78 5.35
C -4.05 -7.02 -2.28
C 3.03 3.42 2.06
H 5.04 6.89 2.70
H -6.81 1.03 -1.52
H 0.63 2.33 -3.03
H 2.69 1.62 1.34
H 3.94 7.53 1.52
H -1.38 -4.63 5.07
H 4.82 4.51 1.75
H 3.67 7.72 3.24
H 2.70 3.61 4.20
H 4.22 3.00 3.85
H -4.68 -7.78 -1.80
H 0.55 -3.53 -2.69
H -1.78 -1.20 -0.07
H 3.57 4.99 0.72
H -3.80 -6.23 -1.57
H -0.58 -3.84 -4.20
H -0.06 -2.97 5.57
H -4.47 -7.14 -4.14
H 1.09 0.87 -4.01
H -6.03 -0.57 -2.07
H 2.51 3.16 -4.48
H -6.44 -0.30 -0.40
H 3.38 2.59 0.24
H 0.53 -5.06 -4.86
H 0.80 -3.36 -5.21
H -3.14 -7.49 -2.63
H -4.89 1.47 -0.49
H -1.12 -1.84 4.80
H 1.97 3.63 1.89
H -1.21 -2.11 1.01
H 2.80 1.93 3.62
H -1.57 -2.67 6.34
H 0.68 2.36 -4.74
*
```

Values from the calculation:
SMILES string: COC[C@H](C)N.CO.CO.CO.CO.CO.O
LUMO level in eV: 0.3
HOMO energy in eV: -9.1470
HOMO-LUMO gap in eV: 9.45
DFT total energy in eV: -25686.500

---

The following is a quantum chemistry calculation of a cluster of 8 separate species, C9H34F6NO6P in total, from the OMol25 dataset.

ORCA input file:
```
! wB97M-V def2-TZVPD RIJCOSX def2/J DEFGRID3
* xyz -1 2
P -3.65 -1.85 -1.05
F -4.14 -0.62 -1.96
F -3.15 -3.06 -0.15
F -4.87 -2.80 -1.59
F -2.66 -2.41 -2.22
F -2.45 -0.94 -0.50
F -4.68 -1.38 0.17
O -2.04 -3.45 3.92
O 2.97 0.50 -0.41
O 2.72 3.73 -4.72
O 1.89 -2.77 0.36
O -0.77 1.28 0.70
O -0.44 -1.41 -3.21
N 0.51 -0.58 -0.64
C -0.59 2.41 1.50
C -1.38 2.21 2.79
C 1.89 1.57 -4.67
C 0.90 2.59 1.79
C -0.95 -2.57 3.99
C 1.84 3.05 -2.55
C 0.32 -3.40 3.99
C 1.67 2.95 -4.09
C -1.03 -1.64 2.76
H 1.36 -0.05 -0.77
H -1.27 -2.17 1.84
H 2.55 -2.85 1.05
H 1.93 1.61 -5.76
H 0.33 -3.98 3.07
H -1.06 3.23 0.97
H 0.72 3.33 -4.46
H 3.62 -0.14 -0.14
H -1.03 -1.96 4.89
H 1.61 -3.67 0.19
H -0.23 -1.61 -4.12
H 0.16 -0.92 -1.53
H -1.37 3.04 3.49
H -0.17 -0.03 -0.14
H 1.10 3.24 2.64
H 1.07 2.42 -2.08
H -2.42 1.95 2.63
H -0.08 -1.16 2.51
H 3.34 1.34 -0.14
H 1.21 -2.78 4.11
H -0.94 1.40 3.37
H 1.08 0.94 -4.32
H 0.78 -1.34 -0.04
H 2.74 4.63 -4.39
H 0.28 -4.02 4.89
H -2.71 -2.99 3.41
H 1.80 4.07 -2.17
H -1.79 -0.86 2.81
H 1.43 1.68 2.08
H 2.80 1.13 -4.27
H -1.26 -1.86 -3.04
H -1.73 1.27 0.61
H 1.40 3.06 0.95
H 2.82 2.63 -2.33
*
```

Values from the calculation:
LUMO level (spin up / spin down) in eV: 2.6 / 2.5
HOMO energy (spin up / spin down) in eV: -0.3806 / -7.9393
HOMO-LUMO gap (spin up / spin down) in eV: 2.93 / 10.42
DFT total energy in eV: -49260.141

---

The following is a quantum chemistry calculation of a cluster of 8 separate species, C9H34N2O12 in total, from the OMol25 dataset.

ORCA input file:
```
! wB97M-V def2-TZVPD RIJCOSX def2/J DEFGRID3
* xyz 0 1
O -2.65 -19.59 4.27
O -1.91 -14.35 5.37
O -3.80 -17.61 6.35
O -2.50 -16.71 3.94
O 0.83 -11.53 1.43
O -2.61 -11.70 5.53
O -0.98 -14.27 7.87
O -0.51 -10.09 5.62
O -0.64 -9.87 2.87
O 0.64 -15.56 4.79
O -5.44 -12.53 6.15
O 3.08 -16.02 6.85
N 0.09 -11.51 7.34
N 1.76 -10.51 6.10
C -1.28 -11.08 2.50
C -3.67 -10.88 6.12
C -4.90 -11.38 5.43
C -1.43 -17.61 3.52
C -0.25 -12.11 2.19
C 1.96 -14.99 4.89
C 2.49 -14.79 6.27
C 0.36 -10.62 6.36
C -2.15 -18.88 3.10
H 2.57 -15.73 4.39
H -1.74 -11.26 5.57
H -0.03 -14.98 5.19
H -2.12 -15.12 4.74
H -2.41 -13.53 5.18
H 0.84 -12.06 7.78
H -2.09 -20.37 4.32
H -3.47 -9.84 5.88
H -0.93 -17.19 2.63
H -4.41 -18.33 6.21
H -2.04 -11.43 3.17
H -1.76 -14.71 8.25
H -1.51 -19.53 2.45
H -1.13 -14.27 6.91
H 2.48 -16.76 6.87
H -0.44 -9.96 3.82
H -4.60 -11.59 4.43
H 2.28 -9.88 5.52
H -4.79 -13.18 5.83
H 1.99 -14.00 4.37
H 3.39 -14.16 6.28
H -4.37 -16.88 6.64
H -1.83 -10.93 1.55
H -3.05 -18.57 2.55
H -0.65 -17.83 4.27
H -0.74 -12.96 1.71
H 0.95 -10.64 1.77
H -5.71 -10.70 5.60
H -0.85 -11.85 7.52
H -3.76 -11.09 7.19
H 1.75 -14.42 6.96
H 0.20 -12.50 3.09
H 2.39 -11.16 6.59
H -2.91 -17.02 4.74
*
```

Values from the calculation:
SMILES string: NC(N)=O.OCCO.OCCO.OCCO.OCCO.O.O.O
LUMO level in eV: 0.2
HOMO energy in eV: -9.7104
HOMO-LUMO gap in eV: 9.94
DFT total energy in eV: -37433.825

---

The following is a quantum chemistry calculation of a structure of composition C9H36BeF6NO15S2, from the OMol25 dataset.

ORCA input file:
```
! wB97M-V def2-TZVPD RIJCOSX def2/J DEFGRID3
* xyz 1 1
S 0.90 0.88 0.60
S -0.15 -1.23 -0.49
F 1.56 3.16 1.60
F -0.65 2.93 1.39
F -0.53 -2.28 1.98
F -1.99 -2.88 0.53
F -1.92 -0.80 1.35
F 0.60 3.44 -0.30
O 1.16 -1.73 -0.20
O -1.66 -0.65 5.74
O -2.75 2.70 -0.07
O -0.66 -1.79 -1.72
O 4.10 -5.07 -0.38
O 4.80 4.43 -0.99
O -3.49 -0.16 -1.06
O 0.58 0.37 1.92
O -1.17 3.92 -2.56
O 2.85 6.34 -0.39
O 3.58 -2.87 3.32
O 2.27 0.77 0.13
O -5.81 -1.73 0.42
O -0.80 -2.54 -4.45
O -2.09 -0.07 -3.62
N -0.24 0.51 -0.48
C 0.54 2.77 0.85
C -1.34 -3.80 -4.99
C 3.10 -4.40 0.34
C -0.61 -1.15 4.90
C -1.23 -1.89 0.97
C 4.48 3.13 -0.46
C 2.26 6.45 -1.66
C 2.84 -1.66 3.35
C -5.52 -3.06 0.87
Be -1.82 1.48 -1.98
H 2.11 -4.48 -0.12
H -0.88 -1.98 4.25
H 1.81 -1.74 3.69
H -4.32 0.19 -1.41
H 2.70 -1.38 2.30
H 4.50 -2.58 3.29
H -2.95 -0.51 -3.67
H -3.75 -0.70 -0.30
H -1.29 -3.79 -6.07
H 2.10 6.14 0.17
H -0.89 -4.67 -4.51
H -6.57 -1.76 -0.16
H 2.95 6.37 -2.51
H 3.96 4.79 -1.28
H 3.19 -4.64 1.40
H 3.31 -0.82 3.88
H -5.18 -3.67 0.03
H -1.37 4.60 -1.90
H -2.36 -3.71 -4.61
H -6.35 -3.52 1.41
H -0.68 -2.68 -3.51
H 3.25 -3.34 0.12
H 0.15 -1.66 5.49
H 1.88 7.47 -1.87
H -1.34 4.34 -3.41
H -4.63 -3.08 1.50
H 4.00 -6.02 -0.38
H -0.09 -0.38 4.32
H 5.46 2.67 -0.36
H 1.32 5.90 -1.74
H -2.44 2.61 0.84
H -2.92 3.65 -0.17
H -1.45 -0.76 -3.88
H 4.08 3.26 0.55
H -2.28 -0.16 5.20
H 3.80 2.53 -1.06
*
```

Values from the calculation:
LUMO level in eV: -6.6
Energy above the lowest of the compared OMol25 structures with the same formula, charge and spin in kcal/mol: 0.0
HOMO energy in eV: -11.2950
HOMO-LUMO gap in eV: 4.73
DFT total energy in eV: -80481.676

---

Number 1: strongest force on any atom 4.26 eV/Å. Number 2: strongest force on any atom 7.87 eV/Å. Number 3: strongest force on any atom 2.00 eV/Å. Number 4: strongest force on any atom 2.73 eV/Å. Number 5: strongest force on any atom 2.52 eV/Å. Number 6: strongest force on any atom 3.80 eV/Å.